27
Properties=species:S:1:pos:R:3:nbo_charge:R:1 method="wB97M-V/def2-TZVPD" total_charge=0 gap_ev=9.12 de_lowest_kcal_mol=26.2 multiplicity=1 lumo_energy_ev=0.79 smiles=Cc1c[nH]cn1.Cc1ccccc1 homo_ev=-8.328
C 1.576 2.554 1.254 -0.645
C 0.996 2.637 -0.098 0.085
C -0.232 2.199 -0.557 -0.117
N -0.229 2.381 -1.906 -0.526
C 0.995 2.860 -2.245 0.161
N 1.809 2.954 -1.213 -0.454
H 2.633 2.321 1.389 0.234
H 0.910 1.793 1.679 0.215
H 1.478 3.469 1.862 0.218
H -1.045 1.821 0.056 0.226
H -0.859 1.976 -2.576 0.416
H 1.152 3.206 -3.245 0.190
C -0.639 -3.809 -0.860 -0.645
C -0.607 -2.493 -0.131 -0.001
C 0.623 -1.901 0.182 -0.218
C 0.562 -0.751 0.962 -0.192
C -0.522 -0.445 1.769 -0.250
C -1.741 -0.974 1.334 -0.202
C -1.818 -1.954 0.354 -0.233
H -1.599 -4.338 -0.801 0.216
H 0.093 -4.574 -0.632 0.226
H -0.627 -3.640 -1.926 0.218
H 1.508 -2.222 -0.374 0.221
H 1.552 -0.359 1.197 0.213
H -0.527 0.255 2.591 0.221
H -2.644 -0.768 1.949 0.210
H -2.797 -2.197 -0.012 0.215

---

27
Properties=species:S:1:pos:R:3:nbo_charge:R:1 method="wB97M-V/def2-TZVPD" total_charge=0 gap_ev=9.40 de_lowest_kcal_mol=74.0 multiplicity=1 lumo_energy_ev=0.82 smiles=c1cncc(N2[C@H]3CC[C@@H]2CC3)c1 homo_ev=-8.577
C 2.744 0.327 -2.254 -0.272
C 1.876 0.545 -3.398 0.022
N 0.522 0.501 -3.295 -0.426
C -0.002 0.057 -2.111 -0.004
C 0.727 -0.359 -0.948 0.088
N 0.178 -0.953 0.261 -0.428
C -1.309 -0.828 0.262 -0.066
C -1.571 0.761 0.303 -0.431
C -0.443 1.314 1.190 -0.464
C 0.219 0.009 1.560 -0.048
C -0.550 -0.809 2.485 -0.423
C -1.636 -1.442 1.632 -0.431
C 2.054 0.055 -1.058 -0.177
H 3.813 0.582 -2.154 0.228
H 2.470 0.527 -4.336 0.199
H -1.128 0.005 -2.051 0.197
H -1.782 -1.329 -0.652 0.228
H -1.676 1.318 -0.597 0.222
H -2.532 1.004 0.812 0.207
H 0.078 1.911 0.455 0.226
H -0.795 1.955 1.966 0.226
H 1.247 -0.038 2.134 0.234
H 0.081 -1.648 3.094 0.221
H -0.840 -0.066 3.277 0.216
H -2.555 -0.896 1.928 0.210
H -1.908 -2.590 1.609 0.238
H 2.720 0.086 -0.114 0.210

---

27
Properties=species:S:1:pos:R:3:nbo_charge:R:1 method="wB97M-V/def2-TZVPD" total_charge=0 gap_ev=8.99 de_lowest_kcal_mol=31.1 multiplicity=1 lumo_energy_ev=0.99 smiles=c1ccc(N2[C@H]3CC[C@@H]2CC3)nc1 homo_ev=-8.009
C -3.675 -0.085 0.196 -0.324
C -3.021 1.160 0.125 -0.142
C -1.644 1.256 -0.144 -0.300
C -0.881 0.131 -0.268 0.386
N 0.446 0.259 -0.356 -0.446
C 1.419 0.961 0.525 -0.019
C 2.669 1.099 -0.490 -0.396
C 2.643 -0.261 -1.123 -0.421
C 1.295 -0.843 -0.611 -0.042
C 1.725 -1.347 0.839 -0.416
C 1.916 0.005 1.554 -0.447
N -1.454 -1.110 -0.375 -0.488
C -2.800 -1.202 -0.081 0.064
H -4.685 -0.294 0.229 0.222
H -3.534 2.163 0.299 0.217
H -1.117 2.184 -0.124 0.212
H 0.903 1.849 0.869 0.211
H 2.472 1.869 -1.235 0.209
H 3.579 1.285 0.051 0.203
H 3.535 -0.808 -0.811 0.209
H 2.629 -0.111 -2.220 0.214
H 0.846 -1.607 -1.241 0.239
H 0.884 -1.877 1.329 0.217
H 2.576 -1.979 0.812 0.206
H 1.270 0.135 2.440 0.215
H 2.987 0.160 1.873 0.215
H -3.164 -2.260 -0.296 0.200

---

28
Properties=species:S:1:pos:R:3:nbo_charge:R:1 method="wB97M-V/def2-TZVPD" total_charge=0 gap_ev=8.97 de_lowest_kcal_mol=34.2 multiplicity=1 lumo_energy_ev=0.63 smiles=Cc1ccc(O)cc1.Cc1c[nH]cn1 homo_ev=-8.347
C -1.011 -2.982 -0.609 -0.637
C 0.133 -2.028 -0.502 -0.058
C 0.590 -1.192 -1.518 -0.183
C 1.770 -0.479 -1.416 -0.294
C 2.505 -0.500 -0.237 0.297
O 3.528 0.375 0.004 -0.678
C 1.996 -1.186 0.855 -0.260
C 0.857 -1.960 0.690 -0.184
H -0.634 -3.972 -0.339 0.223
H -1.280 -3.198 -1.651 0.218
H -1.884 -2.718 -0.019 0.225
H -0.033 -1.104 -2.411 0.209
H 2.088 0.129 -2.250 0.209
H 4.012 0.597 -0.799 0.479
H 2.412 -1.142 1.849 0.227
H 0.410 -2.412 1.570 0.208
C -2.248 0.321 0.395 -0.654
C -1.615 1.676 0.540 0.092
C -0.674 2.263 -0.246 -0.115
N -0.302 3.422 0.398 -0.526
C -1.016 3.468 1.548 0.168
N -1.826 2.457 1.655 -0.464
H -1.443 -0.405 0.332 0.232
H -3.041 0.298 -0.344 0.220
H -2.688 0.088 1.371 0.229
H -0.258 1.931 -1.183 0.212
H 0.413 4.028 0.040 0.414
H -0.760 4.224 2.277 0.191